# 1
{"formula": "C24H36BN5O9Pb", "method": "ωB97M-V/def2-TZVPD", "largest_force_ev_per_a": 0.987, "multiplicity": 1, "charge": 0, "energy_ha": -2104.97261, "e_homo_ev": -8.850, "relative_energy_kcal_mol": 9.7, "elements": ["Pb", "O", "O", "O", "O", "O", "O", "O", "O", "O", "N", "N", "N", "N", "N", "C", "C", "C", "C", "C", "C", "C", "C", "C", "C", "C", "C", "C", "C", "C", "C", "C", "C", "C", "C", "C", "C", "C", "C", "B", "H", "H", "H", "H", "H", "H", "H", "H", "H", "H", "H", "H", "H", "H", "H", "H", "H", "H", "H", "H", "H", "H", "H", "H", "H", "H", "H", "H", "H", "H", "H", "H", "H", "H", "H", "H"], "coordinates": [[13.48, -4.48, -14.90], [21.02, -1.30, -17.87], [18.09, 0.42, -17.17], [15.18, -2.47, -15.40], [16.28, -0.77, -13.25], [19.32, -1.41, -16.39], [11.86, -4.81, -13.37], [16.92, -1.64, -16.52], [19.54, 1.12, -18.74], [17.80, -0.26, -14.85], [11.99, -2.21, -15.35], [14.53, -3.65, -12.56], [13.81, -7.16, -14.37], [14.55, -4.97, -17.46], [11.58, -5.50, -16.56], [10.76, -6.20, -16.95], [12.88, -10.62, -13.53], [13.96, -6.62, -8.70], [10.89, -2.43, -15.57], [9.48, -2.68, -15.83], [16.11, -4.69, -19.53], [10.28, -8.96, -15.82], [10.08, -8.57, -17.27], [14.13, -4.13, -11.60], [14.09, -8.75, -12.33], [20.00, -0.88, -17.40], [16.73, -0.87, -14.35], [13.94, -7.84, -13.46], [19.21, 0.36, -17.89], [16.15, -1.77, -15.47], [9.02, -2.21, -17.21], [18.26, -4.60, -18.23], [13.63, -4.74, -10.39], [14.10, -10.23, -12.71], [15.23, -4.85, -18.37], [14.59, -5.76, -9.80], [9.85, -2.79, -18.35], [9.72, -7.09, -17.44], [17.37, -3.86, -19.20], [18.05, -0.70, -16.23], [9.57, -2.37, -19.31], [9.49, -6.85, -18.48], [15.01, -10.48, -13.26], [15.00, -6.42, -10.57], [11.12, -8.44, -15.37], [10.93, -4.59, -13.30], [9.29, -9.16, -17.73], [18.82, -5.39, -18.75], [9.36, -8.75, -15.28], [12.76, -11.70, -13.56], [15.51, -4.26, -20.33], [8.80, -6.86, -16.88], [17.89, -3.70, -20.14], [12.97, -10.28, -14.56], [10.97, -8.75, -17.88], [11.97, -10.23, -13.07], [15.45, -5.24, -9.37], [17.68, -5.08, -17.43], [13.43, -3.94, -9.67], [10.92, -2.63, -18.19], [13.23, -8.57, -11.66], [7.98, -2.54, -17.32], [14.95, -8.45, -11.73], [13.56, -5.99, -7.90], [9.02, -1.12, -17.26], [14.10, -10.79, -11.77], [9.32, -3.76, -15.75], [14.68, -7.34, -8.32], [17.05, -2.91, -18.78], [10.44, -10.03, -15.74], [12.67, -5.21, -10.65], [8.89, -2.20, -15.06], [16.41, -5.69, -19.85], [13.10, -7.17, -9.08], [9.68, -3.87, -18.41], [19.00, -3.94, -17.78]], "lowdin_charge": [1.31, 0.15, 0.24, -0.06, 0.16, 0.22, -0.56, 0.22, 0.16, 0.24, 0.14, 0.12, 0.12, 0.10, 0.14, -0.18, -0.11, -0.11, -0.23, -0.18, -0.17, -0.10, -0.25, -0.20, -0.18, -0.39, -0.39, -0.18, -0.39, -0.37, -0.24, -0.09, -0.17, -0.25, -0.19, -0.26, -0.10, -0.18, -0.24, -0.88, 0.07, 0.12, 0.12, 0.09, 0.06, -0.07, 0.11, 0.08, 0.08, 0.08, 0.12, 0.13, 0.11, 0.07, 0.12, 0.08, 0.12, 0.07, 0.13, 0.07, 0.13, 0.11, 0.11, 0.08, 0.11, 0.11, 0.11, 0.07, 0.10, 0.07, 0.12, 0.13, 0.12, 0.07, 0.06, 0.07]}



# 2
{"formula": "C24H36BrCrN6O2S", "method": "ωB97M-V/def2-TZVPD", "largest_force_ev_per_a": 3.100, "multiplicity": 2, "s_squared": 0.779, "charge": 2, "energy_ha": -5431.29801, "e_homo_ev": [-13.405, -13.403], "elements": ["Br", "Cr", "S", "O", "O", "N", "N", "N", "N", "N", "N", "C", "C", "C", "C", "C", "C", "C", "C", "C", "C", "C", "C", "C", "C", "C", "C", "C", "C", "C", "C", "C", "C", "C", "C", "H", "H", "H", "H", "H", "H", "H", "H", "H", "H", "H", "H", "H", "H", "H", "H", "H", "H", "H", "H", "H", "H", "H", "H", "H", "H", "H", "H", "H", "H", "H", "H", "H", "H", "H", "H"], "coordinates": [[-0.44, 1.81, -2.41], [0.13, -0.32, -0.96], [1.87, 0.88, 0.21], [0.15, -1.58, 4.25], [-0.10, -1.72, 0.27], [1.61, -0.96, -2.39], [-1.34, -0.11, 1.40], [-1.34, -1.33, -2.22], [3.00, 1.20, 2.57], [-1.27, 0.49, 0.20], [3.25, -0.92, 1.71], [-2.61, -3.99, 4.09], [-1.16, -2.31, 2.41], [3.37, -1.84, 0.59], [-2.64, 4.39, -5.20], [4.29, 1.22, 3.26], [-2.90, -3.95, 2.73], [-2.74, 3.27, -1.61], [-0.86, -2.37, 3.77], [1.53, -2.36, -2.90], [-0.99, -2.65, -2.80], [-0.46, -1.29, 1.54], [-2.49, 6.32, -3.76], [-2.69, 3.56, -4.09], [2.22, 2.43, 2.73], [2.75, 0.31, 1.60], [-2.66, 4.11, -2.81], [-1.97, 2.24, -1.29], [-2.08, 1.44, -0.10], [-2.17, -3.12, 1.90], [0.25, -2.58, -3.69], [3.54, -1.52, 3.01], [-2.60, 5.50, -2.65], [-1.58, -3.21, 4.60], [-2.51, 5.77, -5.03], [3.62, -1.29, -0.31], [-1.83, -3.02, -3.39], [-0.82, -3.33, -1.97], [-2.22, -0.12, 1.89], [3.10, -0.93, 3.81], [-3.51, 3.55, -0.89], [2.54, -0.80, -2.02], [-2.60, 5.93, -1.65], [1.55, -0.34, -3.20], [4.70, 2.23, 3.18], [2.63, 3.24, 2.13], [-2.39, -3.09, 0.84], [-3.18, -4.61, 4.76], [0.33, -3.53, -4.22], [-2.87, 1.72, 0.59], [4.61, -1.63, 3.17], [2.39, -2.58, -3.53], [-1.62, -0.71, -2.98], [0.14, -1.79, -4.44], [4.19, 0.98, 4.32], [2.25, 2.71, 3.78], [-2.71, 3.97, -6.19], [-2.40, 7.39, -3.63], [-2.43, 6.41, -5.90], [-3.69, -4.58, 2.33], [3.08, -2.52, 3.03], [1.19, 2.26, 2.43], [-2.15, -1.46, -1.63], [5.00, 0.54, 2.79], [4.18, -2.53, 0.81], [0.22, -1.72, 5.20], [0.43, -0.95, 2.08], [-1.34, -3.25, 5.66], [1.56, -3.03, -2.04], [2.45, -2.41, 0.44], [-2.82, 2.50, -4.22]], "mulliken_spin": [0.00, 1.10, -0.02, 0.00, -0.02, -0.02, 0.01, -0.02, 0.00, -0.02, 0.00, 0.00, 0.01, 0.00, 0.00, 0.00, 0.00, 0.00, 0.00, 0.00, 0.00, -0.01, 0.00, 0.00, 0.00, 0.00, 0.00, 0.00, -0.01, 0.00, 0.00, 0.00, 0.00, 0.00, 0.00, 0.00, 0.00, 0.00, 0.00, 0.00, 0.00, 0.00, 0.00, 0.00, 0.00, 0.00, 0.00, 0.00, 0.00, 0.00, 0.00, 0.00, 0.00, 0.00, 0.00, 0.00, 0.00, 0.00, 0.00, 0.00, 0.00, 0.00, 0.00, 0.00, 0.00, 0.00, -0.01, 0.00, 0.00, 0.00, 0.00]}



# 3
{"formula": "C24H36BrN11O5ScSi", "method": "ωB97M-V/def2-TZVPD", "largest_force_ev_per_a": 0.156, "multiplicity": 1, "charge": 1, "energy_ha": -5538.94797, "e_homo_ev": -10.013, "relative_energy_kcal_mol": 0.6, "elements": ["Br", "Sc", "Si", "O", "O", "O", "O", "O", "N", "N", "N", "N", "N", "N", "N", "N", "N", "N", "N", "C", "C", "C", "C", "C", "C", "C", "C", "C", "C", "C", "C", "C", "C", "C", "C", "C", "C", "C", "C", "C", "C", "C", "C", "H", "H", "H", "H", "H", "H", "H", "H", "H", "H", "H", "H", "H", "H", "H", "H", "H", "H", "H", "H", "H", "H", "H", "H", "H", "H", "H", "H", "H", "H", "H", "H", "H", "H", "H", "H"], "coordinates": [[0.10, 3.68, 2.13], [-0.37, 0.45, 0.18], [-2.98, -1.87, 1.41], [-2.09, 1.70, 0.88], [-2.36, 0.67, -0.96], [-0.68, 1.43, 6.65], [5.78, 2.43, -2.17], [-3.80, 2.18, -0.36], [-0.72, 1.58, -3.23], [3.78, 3.12, -2.97], [-1.40, -1.33, 0.88], [1.97, 1.29, 0.37], [-1.02, 3.82, -2.83], [-0.43, -0.51, -4.15], [-0.30, 2.42, -1.09], [0.17, -0.13, -1.92], [0.81, -1.58, 0.42], [-2.81, 1.54, -0.16], [-0.12, 0.94, 2.58], [4.66, 2.04, 0.41], [-0.40, -0.04, 4.76], [2.58, 1.74, -0.73], [-4.08, -0.44, 1.88], [-0.06, -1.92, -4.03], [4.03, 1.59, 1.56], [-1.02, -0.03, -5.39], [-0.35, 2.34, 4.53], [-0.22, -0.13, 3.40], [-2.79, -2.87, 2.99], [-0.68, 2.60, -2.30], [-0.31, 0.27, -3.06], [-3.84, -2.84, 0.07], [4.59, 2.58, -2.02], [-0.49, 1.22, 5.34], [0.68, -4.34, 0.46], [3.15, -1.60, -0.31], [-0.44, -3.61, 0.73], [1.88, -3.69, 0.13], [1.90, -2.31, 0.10], [2.70, 1.22, 1.49], [-0.38, -2.20, 0.69], [3.91, 2.13, -0.76], [-0.17, 2.13, 3.18], [-1.38, -4.10, 0.95], [-3.98, -2.20, -0.80], [4.57, 1.50, 2.49], [-0.48, -0.95, 5.35], [1.00, -2.03, -3.79], [-0.66, -2.42, -3.27], [-0.39, 3.33, 4.94], [-2.01, -3.63, 2.97], [2.77, -4.25, -0.11], [0.46, -1.10, -1.96], [-3.30, -3.73, -0.26], [2.94, -0.89, -1.11], [3.59, -1.05, 0.51], [-1.08, 1.82, -4.13], [2.91, 3.54, -2.71], [-4.93, -0.85, 2.44], [2.20, 0.84, 2.37], [-0.41, 0.76, -5.85], [-4.83, -3.16, 0.41], [-3.73, -3.36, 3.24], [-2.57, -2.19, 3.82], [-1.07, -0.85, -6.10], [3.89, -2.32, -0.67], [-1.56, 3.85, -3.68], [-1.29, 4.53, -2.16], [0.64, -5.42, 0.49], [-2.04, 0.33, -5.25], [-0.23, -2.41, -4.98], [-0.31, 3.29, -0.56], [5.70, 2.31, 0.39], [-0.77, 0.59, 7.13], [-3.58, 0.29, 2.52], [1.98, 1.76, -1.62], [-0.17, -1.09, 2.93], [-4.50, 0.09, 1.02], [4.26, 3.53, -3.76]], "lowdin_charge": [0.88, 0.99, 0.42, -0.14, -0.08, 0.11, 0.09, 0.11, 0.17, 0.17, -0.13, 0.01, 0.18, -0.13, 0.07, 0.10, 0.05, -0.55, -0.04, 0.03, 0.03, -0.11, -0.16, -0.02, -0.02, -0.03, -0.03, -0.11, -0.16, -0.47, -0.39, -0.16, -0.49, -0.30, -0.05, -0.02, -0.03, -0.05, -0.32, -0.15, -0.46, -0.11, -0.69, 0.08, 0.03, 0.12, 0.13, 0.10, 0.10, 0.12, 0.02, 0.11, 0.05, 0.02, 0.07, 0.07, 0.12, 0.09, 0.05, 0.10, 0.10, 0.04, 0.04, 0.02, 0.09, 0.09, 0.11, 0.12, 0.12, 0.10, 0.09, 0.03, 0.13, 0.13, 0.03, 0.09, 0.10, 0.03, 0.12]}